[1]
{
  "formula": "C24H44BF4N8",
  "method": "wB97M-V/def2-TZVPD",
  "species": ["F", "F", "F", "F", "N", "N", "N", "N", "N", "N", "N", "N", "C", "C", "C", "C", "C", "C", "C", "C", "C", "C", "C", "C", "C", "C", "C", "C", "C", "C", "C", "C", "C", "C", "C", "C", "B", "H", "H", "H", "H", "H", "H", "H", "H", "H", "H", "H", "H", "H", "H", "H", "H", "H", "H", "H", "H", "H", "H", "H", "H", "H", "H", "H", "H", "H", "H", "H", "H", "H", "H", "H", "H", "H", "H", "H", "H", "H", "H", "H", "H"],
  "xyz": [[0.62814, 1.36091, 2.00918], [-1.36877, 1.57824, 1.52037], [-0.12379, 1.35688, -0.29234], [-0.58069, -0.37080, 1.06183], [-4.65701, -1.43092, 0.38178], [2.01786, -0.86529, 4.66444], [2.15861, 4.44278, -5.41687], [1.66099, -2.35583, -1.68020], [0.31064, -2.12858, 3.81728], [-5.94469, -0.75650, 2.05850], [1.84894, 4.18871, -3.22790], [0.38241, -1.43893, -3.30127], [2.81820, 0.31921, 5.10202], [-0.24088, -0.41205, -4.14511], [-6.95851, -0.80293, 3.13272], [-0.96251, -2.53541, 3.32106], [1.64341, -1.54518, -2.74500], [2.42034, -2.21280, 4.56999], [2.81037, 1.37408, 3.96982], [2.76477, -2.49842, -0.81914], [-3.86454, -2.31110, -0.54851], [2.21120, 5.54868, -3.43560], [-3.02034, -3.28435, 0.22883], [3.03116, 3.51283, -1.14965], [0.45925, -3.00292, -1.50369], [1.43018, -3.01043, 3.94825], [0.71255, -0.87625, 4.10149], [1.80550, 3.57345, -4.43609], [1.73328, 3.46174, -1.94585], [-0.41035, -2.28763, -2.45651], [2.21639, 4.00612, -6.78095], [2.49711, -2.06274, 0.65137], [-4.93838, 0.19624, 1.98077], [-5.79600, -1.70570, 1.05816], [-4.11527, -0.26499, 0.92560], [2.32819, 5.66914, -4.83823], [-0.28427, 0.89591, 1.03722], [-1.34390, -3.24758, 4.05282], [2.55182, 0.62798, 6.11286], [3.74619, -2.18090, -1.17139], [-7.97599, -0.75961, 2.74418], [-3.25736, -1.59169, -1.09795], [0.22715, -3.53546, -0.59323], [-4.77203, 0.94236, 2.74368], [-0.98622, 0.07817, -3.51879], [3.18415, -2.52967, 1.35709], [1.40303, -4.03627, 3.61165], [3.42007, -2.57106, 4.76641], [1.65938, 2.51948, -4.62103], [2.31112, 6.34844, -2.71672], [-6.74893, -1.75971, 3.61101], [1.30735, 3.43429, -6.96740], [2.64895, 6.46494, -5.49414], [-3.59323, -4.09903, 0.67175], [-1.48870, -2.31539, -2.50914], [3.84883, 3.02814, -1.68312], [1.41821, 2.44511, -2.18097], [-6.80556, 0.06255, 3.77744], [-4.60535, -2.79092, -1.18811], [-1.70837, -1.74093, 3.29638], [2.79867, -3.58790, -0.81721], [-2.48447, -2.77928, 1.03247], [1.84012, 1.86915, 4.01020], [3.25697, 4.54803, -0.89378], [-0.97623, -3.00217, 2.33615], [-0.72516, -0.89710, -4.99263], [0.98398, 4.00280, -1.36801], [3.86969, 0.05584, 5.21644], [2.78671, 3.06148, -0.18807], [3.64410, 2.02409, 4.23530], [-3.16349, 0.04427, 0.51957], [0.03618, -0.03534, 4.05928], [2.72209, -0.99637, 0.63342], [-2.34670, -3.86816, -0.39846], [0.54275, 0.26015, -4.49462], [3.09714, 3.38027, -6.92471], [-6.30809, -2.64499, 0.91028], [2.28516, 4.80483, -7.51948], [3.08507, 0.99703, 2.98469], [1.49477, -2.34412, 0.97421], [2.49665, -1.01091, -3.13608]],
  "atomic_forces_ev_per_a": [[2.2, -1.1, -0.7], [-3.1, 0.9, 0.2], [1.2, -0.4, -0.3], [0.1, -4.8, -0.1], [-0.3, 1.1, 1.6], [-2.9, -2.7, -1.7], [-1.2, -0.6, 2.6], [-0.9, 1.5, -2.5], [3.3, 0.7, -0.6], [0.0, -0.7, -1.8], [0.7, 0.7, -1.7], [0.2, -2.7, 4.3], [0.7, -0.3, -1.3], [0.3, -0.4, -0.1], [0.3, -0.3, -0.4], [-1.7, -0.5, 0.4], [-1.6, 0.7, -0.7], [-1.1, -0.8, -1.7], [0.1, 0.1, 1.6], [1.2, -3.0, 2.4], [-1.1, 0.8, 0.5], [-0.5, -1.4, -2.9], [0.0, -0.8, 0.4], [-0.7, 0.1, 0.0], [-2.5, 4.2, -3.0], [0.3, 3.3, 1.8], [1.6, -0.3, 1.9], [0.9, 1.3, 0.5], [0.1, 0.9, 0.2], [2.6, -1.4, 1.2], [0.1, -0.4, -1.2], [0.5, 0.4, -1.1], [1.3, -2.6, -2.2], [1.4, 1.2, 1.1], [-0.8, 0.1, 0.8], [0.7, -0.1, 1.4], [-0.5, 4.8, 0.6], [-0.1, -0.2, -0.2], [-0.7, 0.3, -0.4], [-0.5, 0.4, -0.4], [0.2, -0.1, -0.1], [-0.1, -0.2, -0.2], [0.0, -0.2, -0.4], [-0.2, 0.1, -0.3], [0.2, 0.3, -0.2], [0.2, -0.1, -0.4], [0.0, 0.1, 0.3], [0.0, 0.4, 0.3], [-0.1, 0.2, 0.2], [-0.1, -0.5, 0.3], [-0.5, 0.3, 0.5], [0.2, 0.0, -0.3], [-0.2, 0.3, 0.4], [-0.4, 0.3, 0.2], [0.2, -0.1, -0.4], [0.1, 0.0, 0.3], [-0.2, 0.2, 0.2], [0.1, -0.3, 0.1], [0.3, 0.0, -0.2], [0.5, 0.4, 0.0], [0.9, -0.3, 0.4], [0.1, 0.0, -0.3], [0.4, 0.3, -0.6], [0.3, 0.0, -0.3], [0.7, 0.1, 0.1], [0.1, 0.1, 0.0], [-0.3, -0.5, -0.1], [-0.2, -0.9, -0.1], [0.4, -0.4, -0.1], [-0.4, 0.6, 0.0], [-0.1, 0.6, 0.4], [0.3, 0.1, -0.1], [-0.7, 0.2, 0.7], [0.3, 0.5, -0.3], [-0.3, 0.0, 0.1], [-0.1, -0.1, 0.0], [-0.5, 0.3, 0.3], [-0.1, 0.2, 0.4], [-0.5, -0.4, 0.2], [-0.1, 0.5, -0.1], [0.0, -0.1, 0.2]],
  "lowdin_charge": [0.087, 0.118, 0.086, 0.207, -0.052, -0.003, -0.107, -0.096, -0.097, -0.095, -0.038, -0.060, -0.138, 0.024, 0.034, -0.023, 0.019, 0.007, -0.063, -0.168, -0.137, 0.060, -0.059, -0.048, 0.054, 0.017, 0.042, -0.013, -0.167, 0.053, 0.011, -0.029, 0.046, 0.023, 0.018, 0.024, -1.435, 0.115, 0.133, 0.146, 0.110, 0.109, 0.126, 0.142, 0.108, 0.083, 0.132, 0.133, 0.146, 0.139, 0.107, 0.107, 0.145, 0.093, 0.109, 0.087, 0.106, 0.105, 0.137, 0.105, 0.135, 0.051, 0.074, 0.084, 0.075, 0.111, 0.138, 0.122, 0.083, 0.086, 0.117, 0.166, 0.085, 0.076, 0.083, 0.111, 0.169, 0.116, 0.075, 0.055, 0.167],
  "fmax_ev_per_a": 5.756,
  "molar_mass_g_mol": 531.476,
  "relative_energy_kj_mol": 0.0,
  "e_tot_ha": -1802.53744,
  "homo_lumo_gap_ev": 9.76,
  "charge": 3
}

[2]
{
  "formula": "C6H12O",
  "method": "wB97M-V/def2-TZVPD",
  "species": ["O", "C", "C", "C", "C", "C", "C", "H", "H", "H", "H", "H", "H", "H", "H", "H", "H", "H", "H"],
  "xyz": [[3.21735, -0.93097, -0.29548], [-0.16972, -0.02353, -0.43307], [0.43031, -0.54260, -1.50059], [1.19335, 1.65327, 0.81093], [0.51229, 0.49278, 0.77191], [-1.66399, 0.23537, -0.44829], [-2.39035, -0.73373, 0.53981], [-1.65348, -1.17731, 1.19125], [-0.16848, -0.66904, -2.39022], [-2.06862, 0.23069, -1.45857], [2.01081, 1.86946, 1.50595], [2.85538, -1.59151, 0.27798], [0.58694, -0.14624, 1.64054], [-1.83898, 1.25265, -0.07323], [-2.87241, -1.52072, -0.05617], [2.99689, -0.01964, -0.10607], [1.47786, -0.77769, -1.59613], [0.71928, 2.60981, 0.53747], [-3.17444, -0.21105, 1.08197]],
  "atomic_forces_ev_per_a": [[1.4, -0.1, -1.3], [-1.5, 1.1, -0.5], [0.0, 0.3, 0.0], [-0.9, 1.1, 1.2], [1.6, -0.3, -0.1], [-0.1, 0.3, 0.9], [-0.2, 0.3, -1.5], [-0.1, -0.2, 0.4], [-0.2, -0.4, 0.0], [0.0, -0.3, 0.0], [-0.6, -0.5, 0.6], [-0.6, 0.2, 0.8], [0.7, -0.7, -0.1], [0.2, 0.0, -0.1], [0.2, 0.0, 0.4], [-0.5, -0.2, 0.7], [0.1, 0.1, 0.2], [0.7, -0.6, -1.7], [0.1, -0.1, 0.2]],
  "lowdin_charge": [-0.057, -0.348, 0.073, 0.004, -0.160, -0.213, -0.080, 0.058, 0.064, 0.101, 0.055, 0.034, 0.102, 0.105, 0.073, 0.012, 0.042, 0.072, 0.065],
  "fmax_ev_per_a": 1.959,
  "molar_mass_g_mol": 100.161,
  "relative_energy_kj_mol": 276.6,
  "smiles": "C=CC(=C)CC.O",
  "e_tot_ha": -310.95394,
  "homo_lumo_gap_ev": 10.12
}

[3]
{
  "formula": "C19H27NO2",
  "method": "wB97M-V/def2-TZVPD",
  "species": ["O", "O", "N", "C", "C", "C", "C", "C", "C", "C", "C", "C", "C", "C", "C", "C", "C", "C", "C", "C", "C", "C", "H", "H", "H", "H", "H", "H", "H", "H", "H", "H", "H", "H", "H", "H", "H", "H", "H", "H", "H", "H", "H", "H", "H", "H", "H", "H", "H"],
  "xyz": [[2.70919, 2.34293, 1.69276], [0.37511, 2.27049, -1.09836], [3.68162, -0.00467, 0.65137], [-1.61980, 1.21936, -1.70422], [-4.78957, -0.70466, 1.38094], [-2.63002, 1.36618, 0.84363], [2.88736, 0.86131, -0.20580], [3.03027, -1.25784, 0.99969], [-4.77519, 0.25190, 0.21048], [3.03437, -2.28976, -0.13425], [-5.68714, -1.66060, 1.22037], [-1.36750, 1.86885, 0.58496], [-2.87652, 0.71877, -1.43030], [-3.40314, 0.76992, -0.14541], [-5.51376, -0.55941, -0.86876], [1.96459, 1.71507, 0.67861], [-6.41643, -1.52120, -0.08305], [4.46424, -2.54088, -0.60638], [1.25995, 2.80294, -0.14347], [5.11553, -1.21553, -0.99311], [5.03765, -0.24681, 0.19099], [-0.84394, 1.79608, -0.70055], [4.59340, -0.78479, -1.85046], [3.56558, -1.67027, 1.86174], [0.75945, 3.50161, 0.53576], [-0.81096, 2.31911, 1.39187], [3.56168, 1.53498, -0.74006], [-6.06781, 0.07143, -1.56154], [2.57977, -3.21634, 0.21960], [-3.02159, 1.45191, 1.84698], [6.15884, -1.36924, -1.27332], [2.28032, 0.32471, -0.94548], [2.00536, 3.36069, -0.71676], [5.03732, -3.00132, 0.20273], [2.00531, -1.04442, 1.30937], [1.19894, 1.06298, 1.13196], [4.46749, -3.22872, -1.45457], [-7.40661, -1.08804, 0.08963], [5.49459, 0.71185, -0.06654], [2.43406, -1.92148, -0.96916], [-4.79113, -1.15033, -1.43238], [-6.55528, -2.47526, -0.59270], [-4.14959, -0.56999, 2.23454], [5.59311, -0.66956, 1.03560], [-1.21633, 1.18175, -2.70415], [-3.44895, 0.29707, -2.24140], [-5.38654, 1.12419, 0.48961], [-5.91887, -2.44465, 1.92061], [3.40160, 1.70971, 1.93838]],
  "atomic_forces_ev_per_a": [[0.0, 0.3, 0.0], [-0.2, -0.2, -0.2], [0.1, 0.1, 0.1], [0.3, 0.1, 0.1], [0.1, 0.1, -0.1], [-0.1, -0.1, -0.2], [-0.3, 0.2, 0.2], [-0.2, -0.2, 0.0], [-0.1, 0.0, -0.1], [0.2, 0.1, 0.2], [-0.1, -0.2, 0.0], [0.3, 0.2, 0.0], [0.0, 0.0, 0.1], [0.0, 0.1, 0.1], [-0.1, 0.1, 0.1], [-0.2, -0.2, -0.4], [-0.1, 0.0, -0.1], [-0.2, 0.1, -0.2], [0.4, 0.0, 0.6], [0.1, -0.1, 0.3], [0.2, 0.0, -0.3], [-0.2, -0.1, -0.2], [0.0, 0.0, -0.1], [-0.1, 0.0, 0.0], [0.0, 0.0, -0.1], [0.1, 0.0, 0.1], [0.0, 0.0, 0.0], [0.0, 0.0, -0.1], [-0.1, 0.0, 0.0], [0.0, 0.0, 0.1], [0.0, 0.0, -0.1], [0.1, 0.0, 0.0], [-0.1, 0.0, 0.1], [0.0, -0.1, 0.0], [0.0, 0.0, 0.1], [0.1, 0.1, -0.1], [0.1, -0.1, 0.1], [-0.1, 0.0, 0.0], [0.0, 0.0, 0.1], [-0.1, 0.0, 0.0], [0.0, 0.0, 0.0], [-0.1, 0.0, 0.0], [0.1, 0.0, 0.2], [0.1, 0.0, 0.0], [0.1, 0.0, -0.1], [-0.1, -0.1, -0.1], [0.0, 0.0, -0.1], [0.0, -0.1, 0.2], [0.0, -0.1, -0.1]],
  "lowdin_charge": [-0.019, -0.039, -0.188, 0.001, -0.058, -0.034, -0.133, -0.180, -0.268, -0.181, -0.095, -0.014, -0.028, -0.194, -0.156, -0.359, -0.185, -0.208, -0.145, -0.183, -0.193, -0.264, 0.111, 0.124, 0.129, 0.110, 0.134, 0.115, 0.110, 0.113, 0.109, 0.127, 0.138, 0.111, 0.118, 0.135, 0.107, 0.111, 0.119, 0.106, 0.109, 0.105, 0.101, 0.122, 0.117, 0.104, 0.155, 0.098, 0.088],
  "fmax_ev_per_a": 0.681,
  "molar_mass_g_mol": 301.430,
  "relative_energy_kj_mol": 171.5,
  "smiles": "O[C@@H](COc1ccc([C@@H]2C=CCC2)cc1)CN1CCCCC1",
  "e_tot_ha": -945.39883,
  "homo_lumo_gap_ev": 9.08
}

[4]
{
  "formula": "C3H5NOS",
  "method": "wB97M-V/def2-TZVPD",
  "species": ["S", "O", "N", "C", "C", "C", "H", "H", "H", "H", "H"],
  "xyz": [[0.83120, -0.70410, -1.50133], [1.91973, 1.51426, -0.66614], [-0.13576, 1.17420, 0.23298], [0.98307, 0.87959, -0.61755], [-0.85775, -0.93297, -0.69600], [-1.07988, 0.32370, 0.09910], [-1.67618, -1.34085, -1.41388], [-0.71848, -1.77946, -0.02673], [1.27631, 0.03830, 1.55540], [1.39952, 0.26052, 2.36520], [-1.94178, 0.56681, 0.66895]],
  "atomic_forces_ev_per_a": [[-1.9, 0.2, 0.7], [4.9, 3.6, -0.5], [-0.9, -0.4, -1.0], [-4.0, -3.4, 0.5], [0.0, -1.2, -1.6], [1.4, 0.4, -0.3], [1.3, 1.4, 1.0], [-0.1, 0.1, 0.4], [0.6, 0.6, 3.1], [-0.3, -0.8, -2.7], [-1.1, -0.4, 0.3]],
  "lowdin_charge": [0.911, 0.089, 0.060, -0.869, -0.406, -0.196, 0.112, 0.063, 0.039, 0.087, 0.110],
  "fmax_ev_per_a": 6.080,
  "molar_mass_g_mol": 103.146,
  "relative_energy_kj_mol": 220.5,
  "e_tot_ha": -645.42770,
  "homo_lumo_gap_ev": 9.97
}